ORCA calculation (ωB97M-V with the def2-TZVPD basis set) on a molecular structure, C19H20N4O3S2.

Element x y z (Å)
O: -1.52608 2.19448 -0.20559
C: -0.73610 1.94121 0.68409
N: -0.71223 0.77792 1.35327
H: 0.05687 0.60372 1.99316
C: -1.60333 -0.31795 1.04345
H: -2.33092 -0.43832 1.85478
H: -2.14660 -0.04595 0.13397
C: -0.83977 -1.63100 0.84342
C: -1.77078 -2.70798 0.36341
C: -2.01654 -2.86494 -0.99506
C: -2.89600 -3.83398 -1.44358
C: -3.54405 -4.65683 -0.53794
C: -3.30794 -4.50532 0.81751
C: -2.42750 -3.53558 1.26431
H: -2.24343 -3.42234 2.32316
H: -3.81019 -5.14447 1.52887
H: -4.23010 -5.41404 -0.88749
H: -3.07575 -3.94718 -2.50254
H: -1.51218 -2.22632 -1.70617
H: -0.05125 -1.47334 0.10804
H: -0.37224 -1.91908 1.78710
C: 0.31929 2.94426 1.18568
N: 1.63787 2.65073 0.64814
S: 2.49718 1.32062 1.00324
O: 1.95351 0.74961 2.21329
O: 3.89389 1.63766 0.97045
C: 2.18662 0.10650 -0.28723
C: 2.71089 -1.14780 -0.13933
C: 2.41728 -2.18270 -1.04981
C: 1.56064 -1.98771 -2.10084
C: 1.00671 -0.70951 -2.27875
N: 0.14499 -0.30629 -3.21689
S: -0.17487 1.24882 -2.99492
N: 0.76125 1.50926 -1.72510
C: 1.35271 0.36567 -1.37955
H: 1.29735 -2.78171 -2.78081
H: 2.85998 -3.15369 -0.89175
H: 3.34673 -1.33611 0.71115
C: 2.16782 3.74523 -0.13657
C: 1.40988 4.95484 0.40281
H: 1.87651 5.30740 1.32315
C: 0.03051 4.36794 0.69959
H: -0.56166 4.29578 -0.21432
H: -0.52663 4.94174 1.43690
H: 1.37110 5.77335 -0.31229
H: 1.94715 3.58594 -1.19872
H: 3.24664 3.79030 0.01155
H: 0.36280 2.87714 2.28072

As for the charge: 0. As for the LUMO energy: -1.0679 eV. For the HOMO energy, the calculation gives -9.07 eV. For the energy above the lowest of the compared OMol25 structures with the same formula, charge and spin, the calculation gives 46.6 kJ/mol.

ORCA calculation (ωB97M-V with the def2-TZVPD basis set) on 9 unconnected molecules or ions with the total composition C14H44F6O8P.

Element x y z (Å)
P: 0.08136 0.58824 -0.33368
F: 1.18270 1.57379 0.32678
F: 0.34010 1.33994 -1.76030
F: 1.32951 -0.41244 -0.73492
F: -0.89111 -0.46764 -1.08832
F: -0.09492 -0.24424 1.03918
F: -1.09259 1.60331 0.04919
C: 2.55823 -2.33604 1.19996
O: 3.21897 -1.06875 1.21600
H: 2.55266 -2.79794 0.21291
H: 3.18043 -2.99661 1.81152
H: 1.56912 -2.24820 1.64729
H: 2.92735 -0.58908 0.42929
C: -3.72584 -0.75436 -2.85288
O: -2.63026 0.03432 -3.27835
H: -4.62470 -0.12964 -2.84873
H: -3.93222 -1.57741 -3.54538
H: -3.58111 -1.08429 -1.82031
H: -1.83800 -0.29204 -2.83997
C: 1.38813 -1.73324 5.02436
C: 1.44157 -0.40564 4.25848
C: 1.02070 0.72073 5.15996
O: 2.76884 -0.14020 3.83707
H: 1.67665 -2.56936 4.38909
H: 0.35994 -1.92810 5.34958
H: 1.99938 -1.66091 5.92548
H: 0.80724 -0.55432 3.38038
H: 1.11248 1.71774 4.72741
H: 1.60796 0.73492 6.08387
H: -0.01767 0.61708 5.49408
H: 2.91210 -0.43720 2.92054
C: -0.37519 -2.88011 -3.09635
C: -1.28181 -3.81122 -3.88412
C: -0.92170 -3.93069 -5.34592
O: -1.25697 -5.12444 -3.29260
H: -0.39410 -1.87314 -3.52900
H: 0.64885 -3.25057 -3.06206
H: -0.74322 -2.68546 -2.08723
H: -2.28693 -3.36604 -3.83270
H: 0.01506 -4.48483 -5.45736
H: -0.69057 -2.93473 -5.73457
H: -1.70895 -4.36639 -5.95502
H: -1.73758 -5.05047 -2.46163
C: 3.36875 3.61866 -1.43895
C: 3.58249 2.96199 -2.78823
C: 5.01747 3.12412 -3.27410
O: 3.29576 1.55518 -2.71168
H: 3.78376 4.62752 -1.41098
H: 3.83337 3.01218 -0.66037
H: 2.30666 3.70016 -1.19230
H: 2.90390 3.31346 -3.57065
H: 5.75902 3.41439 -2.53273
H: 5.07551 3.86142 -4.08391
H: 5.32347 2.20143 -3.77494
H: 2.61493 1.44636 -2.03603
C: -2.82002 1.02420 4.16534
C: -3.27552 -0.04235 3.18903
C: -3.99096 0.53209 1.97477
O: -2.19092 -0.88115 2.78179
H: -2.42214 0.58580 5.08663
H: -3.67050 1.64739 4.44929
H: -1.97467 1.61320 3.79815
H: -3.93031 -0.71454 3.75276
H: -3.90872 -0.12007 1.10793
H: -3.62038 1.52909 1.72311
H: -5.05507 0.69713 2.17506
H: -1.72234 -0.43885 2.05703
O: -2.18062 3.05043 -2.45444
H: -2.56762 2.40909 -1.85016
H: -1.23760 3.00407 -2.26075
O: -1.95228 3.68733 1.64911
H: -1.54274 4.07317 0.86836
H: -1.67657 2.76275 1.62094

As for the charge: -1. As for the LUMO energy: 2.6371 eV. For the HOMO energy, the calculation gives -7.12 eV. For the energy above the lowest of the compared OMol25 structures with the same formula, charge and spin, the calculation gives 21.8 kJ/mol.

ORCA calculation (ωB97M-V with the def2-TZVPD basis set) on 3 unconnected molecules or ions with the total composition C15H39N3OP.

Element x y z (Å)
N: 6.67295 -1.14683 4.26233
P: 6.77212 -2.44414 3.30539
N: 5.97135 -3.82259 4.13595
C: 4.94134 -4.56374 3.31170
C: 3.43932 -4.34617 3.91738
C: 2.80803 -3.14088 3.02465
N: 2.85679 -1.71346 3.44918
O: 2.31325 -3.51217 1.92520
H: 6.14123 -1.36351 5.12268
H: 8.18679 -2.71490 3.16962
H: 6.14860 -2.14134 2.02954
H: 5.52331 -3.46466 5.00522
H: 6.71290 -4.49438 4.40524
H: 4.93668 -4.30414 2.20235
H: 5.14208 -5.69261 3.42136
H: 2.82500 -5.31359 3.78186
H: 3.45695 -4.10762 5.03702
H: 3.84225 -1.40135 3.33042
H: 2.67516 -1.66821 4.46957
C: 2.83418 -0.23705 -0.47412
C: 1.43692 -0.68455 -0.06666
C: 0.82506 -1.71033 -1.02119
C: 0.61018 -1.22528 -2.45775
C: -0.26828 0.01834 -2.60541
C: -1.69342 -0.18570 -2.11078
H: 2.82868 0.27786 -1.43766
H: 3.23908 0.45604 0.26873
H: 3.51337 -1.09259 -0.54286
H: 0.78434 0.18955 0.02616
H: 1.49366 -1.13188 0.93095
H: -0.12953 -2.04966 -0.60536
H: 1.47063 -2.59619 -1.04972
H: 0.16476 -2.04392 -3.03451
H: 1.58158 -1.02543 -2.92343
H: -0.30455 0.29031 -3.66574
H: 0.18300 0.86950 -2.08595
H: -2.17562 -1.01246 -2.63901
H: -2.28439 0.71727 -2.28651
H: -1.72211 -0.39602 -1.03891
C: -7.49192 4.16076 -2.71055
C: -6.06754 4.25286 -3.24090
C: -5.23682 2.99728 -2.97244
C: -5.01771 2.65742 -1.49553
C: -4.34994 3.75217 -0.66098
C: -2.94348 4.09686 -1.12955
H: -7.51212 4.06510 -1.62216
H: -8.05039 5.06271 -2.97352
H: -8.01455 3.30300 -3.14286
H: -5.57537 5.13528 -2.81920
H: -6.11025 4.41384 -4.32329
H: -4.26616 3.10681 -3.46826
H: -5.72369 2.14122 -3.45403
H: -4.40838 1.74783 -1.43858
H: -5.97838 2.40324 -1.03463
H: -4.29497 3.40811 0.37765
H: -4.96652 4.65612 -0.65219
H: -2.29994 3.21275 -1.11638
H: -2.50039 4.84636 -0.46817
H: -2.94512 4.50877 -2.14136

As for the charge: +1. As for the LUMO energy: -4.3280 eV. For the HOMO energy, the calculation gives -11.90 eV.

ORCA calculation (ωB97M-V with the def2-TZVPD basis set) on 9 unconnected molecules or ions with the total composition C18H52O10S8.

Element x y z (Å)
O: -15.21864 -4.05288 20.39396
C: -16.43142 -4.49045 20.95078
C: -17.00654 -5.98718 20.64911
O: -16.70513 -6.69580 19.46073
H: -17.29392 -3.82839 20.87432
H: -16.30996 -4.45460 22.03340
H: -18.08651 -6.01658 20.79361
H: -16.73629 -6.57922 21.52350
C: -16.66557 -9.13203 23.47184
S: -17.39641 -10.74686 22.93463
O: -16.35921 -11.84825 23.29084
C: -18.45764 -10.77683 24.40182
H: -17.38235 -8.37537 23.79090
H: -16.24031 -8.75276 22.54264
H: -15.79136 -9.16034 24.12226
H: -19.20562 -9.98786 24.32356
H: -17.96100 -10.60795 25.35729
H: -19.00398 -11.71980 24.38122
C: -18.33214 -1.55100 16.18248
S: -18.26428 -3.34363 16.58870
O: -16.78045 -3.66405 16.83205
C: -19.06709 -3.19747 18.23677
H: -17.54879 -0.85657 16.48618
H: -19.27624 -1.10257 16.49181
H: -18.27956 -1.58796 15.09438
H: -20.13088 -2.97360 18.31651
H: -18.49962 -2.51778 18.87248
H: -19.08697 -4.20970 18.64060
C: -18.44493 -9.67692 19.53157
S: -19.87893 -10.66638 18.99392
O: -20.94318 -9.69234 18.55734
C: -19.08075 -11.53871 17.55246
H: -18.89727 -9.07936 20.32303
H: -18.15165 -9.00923 18.72145
H: -17.63150 -10.31333 19.87999
H: -18.21877 -12.16187 17.79075
H: -18.70400 -10.92469 16.73446
H: -19.87364 -12.22578 17.25692
C: -16.88196 -5.90485 25.57404
S: -15.85751 -4.46526 24.98610
O: -15.42423 -3.83744 26.29621
C: -14.39970 -5.45035 24.53275
H: -17.71639 -5.49307 26.14172
H: -16.34742 -6.63487 26.18184
H: -17.22304 -6.34752 24.63819
H: -14.75833 -6.30479 23.95878
H: -13.94558 -5.85886 25.43553
H: -13.57110 -5.05794 23.94322
C: -21.78907 -8.82377 22.34711
S: -21.91571 -7.48380 23.62278
O: -22.06971 -8.21830 24.98629
C: -20.13659 -6.96346 23.60299
H: -21.53527 -8.25226 21.45434
H: -22.72404 -9.28631 22.03091
H: -21.02216 -9.59055 22.45660
H: -20.10672 -5.96890 24.04804
H: -19.67329 -6.97621 22.61645
H: -19.54734 -7.59911 24.26392
C: -14.95206 -1.56492 23.15965
S: -13.44572 -0.54432 22.84809
O: -12.64612 -0.86410 24.13951
C: -12.67017 -1.74684 21.68528
H: -14.76680 -2.63705 23.22543
H: -15.60571 -1.48236 22.29130
H: -15.34280 -1.04215 24.03265
H: -13.40002 -2.13758 20.97623
H: -12.21002 -2.64610 22.09480
H: -11.90606 -1.22726 21.10712
C: -15.39945 -0.88751 18.89197
S: -13.85180 -1.56491 18.01418
O: -14.34600 -2.36345 16.80090
C: -13.31846 0.04154 17.29302
H: -15.41217 0.04455 19.45695
H: -15.92808 -1.59180 19.53433
H: -16.00611 -0.49611 18.07535
H: -14.16608 0.65140 16.98044
H: -12.54980 0.04820 16.52021
H: -12.95744 0.67207 18.10555
C: -13.27624 -6.82172 21.42950
S: -13.10791 -8.27667 20.31231
O: -13.50603 -7.82615 18.92840
C: -11.26208 -8.48164 20.39256
H: -12.51158 -6.91238 22.20098
H: -14.26970 -6.85204 21.87695
H: -13.22906 -5.84271 20.95262
H: -11.14130 -8.69832 21.45395
H: -10.70262 -7.56477 20.20690
H: -10.97475 -9.30661 19.74069

As for the charge: -2. As for the LUMO energy: 3.7432 eV. For the HOMO energy, the calculation gives 0.33 eV. For the energy above the lowest of the compared OMol25 structures with the same formula, charge and spin, the calculation gives 247.7 kJ/mol.

ORCA calculation (ωB97M-V with the def2-TZVPD basis set) on a molecular structure, C11H12N2PYb.

Element x y z (Å)
C: -0.76303 -3.12865 -1.62861
C: -0.34009 -3.47520 -0.32011
C: -1.27340 -2.91804 0.58127
C: -2.34308 -2.34181 -0.15959
C: -2.02626 -2.46120 -1.52765
Yb: -0.36806 -1.14039 -0.49290
P: 0.98328 0.19997 -2.66834
H: -0.25151 -3.36863 -2.56128
H: 0.65503 -3.87382 -0.07017
H: -1.13171 -2.81773 1.65562
H: -2.60094 -2.06994 -2.37302
H: -3.14783 -1.71967 0.24636
H: 0.09414 0.72169 -3.69041
H: 2.06267 -0.51792 -3.27858
H: 1.66062 1.38083 -2.18047
N: 2.04502 4.96163 3.27428
C: 1.67010 4.00262 2.70711
C: 1.13708 2.88415 1.95489
C: 0.82822 3.08206 0.61513
C: 0.15486 2.05125 -0.05805
N: -0.09091 0.89344 0.57779
C: 0.27914 0.67018 1.84975
C: 0.86625 1.67670 2.60959
H: 1.05756 3.99203 0.06178
H: -0.18820 2.10922 -1.09223
H: -0.00137 -0.31114 2.27605
H: 1.03244 1.51836 3.69180

As for the charge: 0. As for the LUMO energy (alpha / beta): -0.3745 / -0.4162 eV. For the HOMO energy (alpha / beta), the calculation gives -4.86 / -7.74 eV. For the energy above the lowest of the compared OMol25 structures with the same formula, charge and spin, the calculation gives 25.3 kJ/mol. Its spin multiplicity is 2.

ORCA calculation (ωB97M-V with the def2-TZVPD basis set) on 2 unconnected molecules or ions with the total composition C5H14N2O.

Element x y z (Å)
C: -0.70776 -0.47504 -2.14241
C: -0.24278 0.11539 -0.82164
C: 1.06758 -0.53177 -0.43152
C: 0.70210 -1.92959 0.15434
O: -0.39097 -1.84099 1.02107
N: -0.28056 1.57529 -0.80721
C: 0.31570 2.29978 0.17939
N: -0.07514 1.90767 1.62248
H: 0.03202 -0.13787 -2.85161
H: -0.68037 -1.56816 -2.14088
H: -1.70569 -0.24942 -2.47485
H: -1.00807 -0.19713 -0.09131
H: 1.60805 -0.53106 -1.40843
H: 1.74508 -0.04144 0.13188
H: 1.58008 -2.17035 0.79312
H: 0.62966 -2.66012 -0.67714
H: -0.20058 0.87185 1.52450
H: 1.49908 2.06000 0.14091
H: -0.01349 3.39388 0.24370
H: -1.44860 -1.16448 3.44570
H: -1.45453 -0.96413 2.72742
H: -0.97083 2.23770 1.86248

As for the charge: -1. As for the LUMO energy (alpha / beta): 4.1454 / 3.4190 eV. For the HOMO energy (alpha / beta), the calculation gives -2.96 / -2.87 eV. For the energy above the lowest of the compared OMol25 structures with the same formula, charge and spin, the calculation gives 249.5 kJ/mol. Its spin multiplicity is 2.